Formula: C18H38BeBrCaCsO9Si
Source: the OMol25 dataset
Level of theory: wB97M-V/def2-TZVPD

The geometry in XYZ format:
```
70
C18H38BeBrCaCsO9Si (wB97M-V/def2-TZVPD)
Si -3.453 -2.740 1.747
C -3.607 -2.730 -0.205
C -2.034 -2.793 -0.755
C -1.238 -1.359 -0.886
C 0.347 -1.447 -1.393
C 0.977 -2.931 -1.723
C 0.145 -4.362 -1.574
C -1.414 -4.277 -1.074
H -4.364 -3.674 2.395
H -3.580 -1.354 2.176
H -2.080 -3.157 2.114
H -4.232 -3.627 -0.624
H -4.089 -1.739 -0.607
H -1.775 -0.340 -0.603
H 0.923 -0.424 -1.458
H 2.091 -2.995 -2.089
H 0.602 -5.425 -1.778
H -2.119 -5.208 -0.910
C 0.137 2.737 4.011
O 0.053 3.294 2.709
C 0.285 2.319 1.691
C -0.220 2.827 0.338
O -1.636 2.664 0.176
C -2.453 3.584 0.912
C -2.451 4.991 0.309
O -1.286 5.707 0.724
C -1.028 6.834 -0.099
H 1.130 2.310 4.182
H -0.035 3.535 4.739
H -0.632 1.973 4.148
H -0.223 1.384 1.943
H 1.366 2.145 1.638
H 0.233 2.210 -0.445
H 0.084 3.858 0.146
H -2.187 3.589 1.971
H -3.471 3.187 0.841
H -3.325 5.545 0.667
H -2.485 4.924 -0.784
H -0.826 6.513 -1.126
H -0.140 7.342 0.284
H -1.873 7.528 -0.077
O -1.332 6.630 -3.192
H -0.392 6.640 -3.171
O 0.740 8.209 -1.898
H 1.177 9.032 -2.164
H 1.269 7.895 -1.149
Cs 0.903 0.282 3.228
Be 3.987 2.793 1.706
O 2.593 -3.491 3.963
C 3.190 -4.408 3.424
O 2.772 -5.708 3.431
C 3.762 -6.521 2.804
C 4.555 -5.583 1.933
C 4.500 -4.289 2.705
H 4.377 -6.985 3.583
H 3.277 -7.308 2.220
H 5.573 -5.932 1.738
H 4.050 -5.456 0.968
H 5.306 -4.219 3.441
H 4.506 -3.423 2.039
O -1.729 -1.578 -4.090
H -1.650 -2.145 -3.344
Br -2.939 -0.187 -2.587
Ca -3.167 7.175 -1.342
C 0.991 -3.765 -6.245
O 0.171 -3.863 -5.095
H 1.438 -4.741 -6.446
H 0.385 -3.460 -7.102
H 1.784 -3.034 -6.067
H -0.212 -2.982 -4.942
```

As for the net charge: +2. The calculation puts the orbital gap at 4.794 eV. Its strongest force on any atom is 0.1505 Eh/bohr.

***

Formula: C6H10O
Source: the OMol25 dataset
Level of theory: wB97M-V/def2-TZVPD

The geometry in XYZ format:
```
17
C6H10O (wB97M-V/def2-TZVPD)
C 1.640 -0.618 -1.272
C 0.623 0.362 -0.740
O -0.685 0.014 -1.186
C -1.601 0.646 -0.310
C -0.941 0.662 1.070
C -0.515 -0.690 1.411
C 0.504 0.379 0.787
H 1.589 -0.691 -2.361
H 1.456 -1.607 -0.844
H 2.649 -0.294 -0.993
H 0.852 1.370 -1.149
H -1.847 1.660 -0.645
H -2.514 0.039 -0.302
H -1.312 1.353 1.818
H -0.733 -1.559 0.815
H -0.334 -0.859 2.477
H 1.170 -0.169 1.426
```

The calculation puts the orbital gap at 10.060 eV. Its strongest force on any atom is 0.0494 Eh/bohr. Its SMILES is C[C@H]1OC[C@H]2C[C@H]21.

***

Formula: C5H9NO
Source: the OMol25 dataset
Level of theory: wB97M-V/def2-TZVPD

The geometry in XYZ format:
```
16
C5H9NO (wB97M-V/def2-TZVPD)
C 1.401 -2.034 -0.040
C 0.449 -1.186 -0.719
C -0.753 -1.692 -1.545
C -1.183 -0.550 -2.342
N -0.425 0.505 -1.886
C 0.538 0.212 -0.902
H 0.959 -2.895 0.486
H 2.165 -2.368 -0.875
H 1.927 -1.354 0.671
H -0.520 -2.547 -2.155
H -2.094 -0.400 -2.876
H -0.462 1.634 -2.094
H 1.152 0.886 -0.294
O -0.414 3.511 5.325
H -0.026 3.337 6.223
H 0.472 3.587 4.809
```

The calculation puts the orbital gap at 8.969 eV. Its strongest force on any atom is 0.1026 Eh/bohr. Its SMILES is Cc1cc[nH]c1.O.

***

Formula: C29H38Cl2InN3O3S
Source: the OMol25 dataset
Level of theory: wB97M-V/def2-TZVPD

The geometry in XYZ format:
```
77
C29H38Cl2InN3O3S (wB97M-V/def2-TZVPD)
O 2.740 1.172 -2.970
C 3.509 0.202 -3.055
C 3.143 -1.109 -3.638
C 1.790 -1.402 -3.880
H 1.030 -0.828 -3.351
C 1.456 -2.395 -4.791
H 0.414 -2.612 -5.016
C 2.487 -3.121 -5.409
H 2.217 -3.786 -6.233
C 3.809 -2.988 -4.991
H 4.601 -3.632 -5.387
C 4.141 -1.991 -4.083
H 5.169 -1.821 -3.783
H 4.502 0.233 -2.522
C 3.377 -1.754 1.219
C 2.115 -2.399 0.779
H 4.286 -2.281 0.898
H 3.415 -1.606 2.309
H 3.431 -0.746 0.771
C 1.856 -3.510 0.066
C 2.232 -4.944 0.299
H 1.271 -3.458 -0.860
H 2.972 -5.189 -0.479
H 1.320 -5.550 0.139
H 2.646 -5.159 1.299
In 0.445 -1.002 0.938
Cl -0.609 -1.309 -1.196
Cl -0.272 -2.584 2.770
H -0.232 2.367 -5.147
H -2.399 2.075 -3.628
C 0.119 1.494 -4.567
C -1.850 1.286 -3.087
N -0.421 1.530 -3.203
H 1.218 1.479 -4.541
C 0.281 1.986 -2.127
O -0.020 1.797 -0.939
H -2.118 1.284 -2.027
H 1.187 2.549 -2.442
H -0.255 0.572 -5.048
H -2.079 0.314 -3.546
H 2.344 3.468 3.675
H 2.984 4.747 1.369
C 2.860 2.623 3.203
C 3.378 3.778 1.040
N 2.709 2.696 1.750
H 2.440 1.672 3.539
C 2.101 1.727 1.086
O 1.554 0.757 1.685
H 3.208 3.648 -0.036
H 2.106 1.834 -0.012
H 3.925 2.687 3.450
H 4.454 3.748 1.249
N -1.248 0.137 1.800
S -2.626 0.823 1.388
C -3.888 -0.455 1.485
C -3.564 -1.775 1.807
C -4.563 -2.741 1.906
C -5.891 -2.374 1.676
C -6.217 -1.067 1.289
C -5.207 -0.112 1.154
C -2.983 1.889 2.788
C -4.261 2.429 3.002
C -4.550 3.095 4.201
C -3.545 3.250 5.166
C -2.241 2.819 4.904
C -1.949 2.197 3.686
H -1.391 -0.295 2.733
H -2.522 -2.045 1.979
H -4.294 -3.779 2.125
H -6.662 -3.138 1.742
H -7.245 -0.796 1.046
H -5.442 0.883 0.783
H -5.035 2.342 2.245
H -5.545 3.514 4.376
H -3.763 3.752 6.110
H -1.429 2.981 5.622
H -0.924 1.922 3.451
```

The calculation puts the orbital gap at 6.167 eV. Its strongest force on any atom is 0.0512 Eh/bohr.

***

Formula: C29H18AuN4S
Source: the OMol25 dataset
Level of theory: wB97M-V/def2-TZVPD

The geometry in XYZ format:
```
53
C29H18AuN4S (wB97M-V/def2-TZVPD)
Au 0.043 -0.031 -0.006
N 7.444 0.149 7.152
C 6.619 0.118 6.354
C 5.592 0.073 5.357
C 5.619 -0.918 4.378
C 4.618 -0.976 3.428
C 3.576 -0.045 3.432
C 3.572 0.958 4.405
C 4.566 1.016 5.364
C 2.492 -0.136 2.425
C 2.879 -0.143 1.076
C 4.178 0.142 0.576
C 4.121 0.076 -0.800
C 2.798 -0.246 -1.125
N 2.057 -0.381 -0.020
C 1.174 -0.211 2.906
C 0.740 -0.283 4.259
C -0.639 -0.229 4.260
C -1.039 -0.161 2.918
N 0.028 -0.185 2.129
H 6.426 -1.638 4.365
H 4.625 -1.767 2.690
H 2.807 1.722 4.384
H 4.552 1.789 6.120
H 5.036 0.393 1.176
H 4.925 0.232 -1.501
H 2.385 -0.424 -2.107
H 1.383 -0.381 5.115
H -1.302 -0.267 5.108
H -2.045 -0.152 2.523
S -4.187 1.599 -0.096
C -4.361 -0.134 -0.086
C -5.520 -0.897 -0.025
C -5.388 -2.272 -0.013
C -4.129 -2.878 -0.065
C -2.977 -2.122 -0.135
C -3.097 -0.735 -0.146
N -2.064 0.182 -0.203
C -2.476 1.429 -0.167
C -1.515 2.519 -0.134
C -1.852 3.873 -0.082
C -0.845 4.819 -0.010
C 0.490 4.439 0.007
C 0.840 3.089 -0.045
C -0.170 2.165 -0.120
H -6.494 -0.427 0.009
H -6.272 -2.892 0.040
H -4.056 -3.956 -0.058
H -1.995 -2.579 -0.179
H -2.895 4.168 -0.092
H -1.101 5.869 0.037
H 1.274 5.183 0.065
H 1.883 2.790 -0.037
```

Its spin multiplicity is 3. As for the net charge: +1. The calculation puts the orbital gap (alpha / beta) at 6.945 / 5.327 eV. Its strongest force on any atom is 0.0104 Eh/bohr. As for the expectation value of S²: 2.011.

***

Formula: C6H10N
Source: the OMol25 dataset
Level of theory: wB97M-V/def2-TZVPD

The geometry in XYZ format:
```
17
C6H10N (wB97M-V/def2-TZVPD)
C 0.528 0.850 0.272
C 0.785 -0.668 0.177
C 1.198 0.744 1.581
C -1.008 0.418 -1.716
C -0.719 -1.062 0.372
C -1.027 0.422 -0.231
N 1.397 -0.533 1.434
H 1.086 1.347 -0.454
H 1.364 1.493 2.377
H -1.777 -0.245 -2.298
H -0.997 1.439 -1.963
H -0.082 0.003 -2.036
H -1.077 -1.297 1.308
H 1.333 -0.925 -0.694
H -1.123 -1.709 -0.395
H -1.884 0.928 0.264
H 2.004 -1.205 2.002
```

As for the net charge: +1. The calculation puts the orbital gap at 9.988 eV. Its strongest force on any atom is 0.1067 Eh/bohr.